{"formula": "C20H36Ag2CuN2O20S2", "method": "the ωB97M-V functional and the def2-TZVPD basis", "orbital_gap_ev": [6.3, 3.0], "s2": 2.02, "total_energy_ha": -5127.2214, "charge": 3, "e_lumo_ha": [-0.3994, -0.5164], "multiplicity": 3, "homo_energy_ev": [-17.170, -17.021], "species": ["Ag", "Ag", "Cu", "O", "C", "C", "O", "H", "H", "H", "H", "C", "N", "O", "O", "H", "H", "H", "C", "N", "O", "O", "H", "H", "H", "O", "C", "O", "C", "C", "C", "H", "H", "H", "H", "H", "H", "O", "C", "O", "C", "C", "C", "H", "H", "H", "H", "H", "H", "O", "C", "O", "C", "C", "C", "H", "H", "H", "H", "H", "H", "C", "C", "O", "S", "O", "O", "O", "H", "H", "H", "H", "C", "C", "O", "S", "O", "O", "O", "H", "H", "H", "H"], "positions_angstrom": [[-3.53, -1.70, -1.21], [-1.27, -4.39, -1.77], [-4.83, 1.89, -0.40], [-1.15, -2.16, -1.73], [-0.71, -0.85, -1.57], [-1.45, 0.27, -0.76], [-2.83, 0.47, -0.90], [-0.68, -0.52, -2.62], [0.37, -0.84, -1.40], [-0.94, 1.21, -0.97], [-1.22, -0.04, 0.27], [3.86, -1.96, -2.53], [4.74, -2.50, -1.40], [5.86, -1.97, -1.25], [4.31, -3.31, -0.64], [4.37, -1.14, -3.03], [2.98, -1.53, -2.06], [3.71, -2.81, -3.20], [-0.23, 2.92, -3.50], [0.43, 3.70, -2.42], [1.11, 4.67, -2.63], [0.17, 3.35, -1.25], [-0.48, 3.73, -4.17], [-1.00, 2.25, -3.12], [0.46, 2.18, -3.91], [2.33, 0.05, -0.29], [2.35, 0.64, 0.77], [3.43, 0.64, 1.59], [3.08, 1.08, 2.92], [1.90, 1.98, 2.66], [1.16, 1.26, 1.46], [3.93, 1.64, 3.29], [2.81, 0.21, 3.51], [2.18, 2.97, 2.29], [1.29, 2.04, 3.56], [0.67, 1.97, 0.80], [0.48, 0.45, 1.73], [-0.60, -4.26, 0.57], [0.15, -3.62, 1.28], [0.12, -3.86, 2.62], [1.19, -3.22, 3.35], [1.89, -2.27, 2.34], [1.18, -2.53, 0.99], [1.90, -3.86, 3.88], [0.67, -2.55, 4.03], [2.93, -2.58, 2.32], [1.87, -1.26, 2.73], [1.90, -2.93, 0.27], [0.78, -1.60, 0.57], [-3.42, -1.95, 1.20], [-3.03, -1.91, 2.35], [-3.31, -2.85, 3.29], [-3.21, -2.36, 4.62], [-2.74, -0.92, 4.46], [-2.23, -0.78, 2.98], [-2.41, -2.96, 5.05], [-4.09, -2.40, 5.25], [-2.00, -0.58, 5.18], [-3.54, -0.19, 4.50], [-1.21, -1.02, 2.64], [-2.45, 0.18, 2.52], [0.16, -1.71, -5.76], [-0.74, -0.54, -6.24], [0.08, 0.24, -7.09], [1.61, 0.23, -6.48], [1.80, 1.21, -5.44], [2.54, 0.25, -7.61], [1.47, -1.23, -5.81], [0.03, -2.60, -6.38], [-0.24, -1.82, -4.75], [-1.12, 0.14, -5.48], [-1.56, -0.95, -6.84], [-1.94, 3.88, 0.91], [-0.87, 4.17, 1.99], [-1.68, 4.75, 3.05], [-3.05, 3.88, 3.18], [-4.17, 4.79, 3.28], [-2.91, 2.75, 4.05], [-3.00, 3.31, 1.62], [-1.63, 2.97, 0.39], [-2.11, 4.58, 0.09], [-0.10, 4.88, 1.70], [-0.55, 3.25, 2.48]], "mulliken_charge": [0.540, 0.768, 0.832, -0.243, 0.227, 1.667, -0.848, 0.352, -0.115, -0.487, -0.634, -0.460, 1.011, -0.021, -0.337, 0.418, 0.043, 0.355, -0.566, 0.816, -0.488, -0.494, 0.408, 0.122, 0.174, -0.437, -0.040, -0.407, -0.675, -0.521, 1.800, 0.433, 0.271, 0.440, 0.475, -0.213, -0.942, -0.560, 0.508, -0.318, -0.575, 0.124, 1.277, 0.289, 0.375, 0.565, -0.790, 0.125, -1.184, -0.410, 0.083, -0.320, -0.458, -0.739, 1.535, 0.319, 0.310, 0.408, 0.358, -0.975, -0.177, 0.048, -0.337, -0.317, 1.047, -0.524, -0.515, -0.258, 0.400, -0.076, 0.147, 0.366, 0.689, -0.453, -0.421, 0.976, -0.537, -0.441, -0.240, -0.514, 0.298, 0.407, 0.255]}

=====

{"formula": "C4H10O2", "method": "the ωB97M-V functional and the def2-TZVPD basis", "orbital_gap_ev": 10.9, "total_energy_ha": -308.8663, "e_lumo_ha": 0.0300, "homo_energy_ev": -10.039, "smiles": "CC(C)(O)CO", "species": ["C", "C", "C", "O", "C", "O", "H", "H", "H", "H", "H", "H", "H", "H", "H", "H"], "positions_angstrom": [[1.14, -0.96, -0.84], [0.01, -0.20, -0.09], [-1.08, 0.11, -1.13], [-0.48, -1.17, 0.82], [0.37, 1.03, 0.85], [-0.53, 1.11, 1.97], [2.00, -1.20, -0.22], [0.68, -1.91, -1.12], [1.48, -0.49, -1.77], [-0.69, 0.54, -2.07], [-1.54, -0.85, -1.39], [-1.86, 0.77, -0.75], [-1.14, -0.68, 1.34], [1.40, 0.95, 1.22], [0.25, 1.99, 0.34], [-0.06, 0.87, 2.78]], "mulliken_charge": [-1.520, 1.374, -1.540, -0.599, -0.628, -0.562, 0.356, 0.366, 0.364, 0.360, 0.376, 0.344, 0.390, 0.361, 0.243, 0.314]}

=====

{"formula": "C4H9N2", "method": "the ωB97M-V functional and the def2-TZVPD basis", "orbital_gap_ev": 8.6, "total_energy_ha": -266.8521, "charge": 1, "e_lumo_ha": -0.2257, "homo_energy_ev": -14.760, "species": ["C", "C", "C", "C", "N", "N", "H", "H", "H", "H", "H", "H", "H", "H", "H"], "positions_angstrom": [[-2.02, 0.56, 0.19], [1.04, 1.38, -0.47], [0.93, -1.63, 0.03], [0.39, -0.44, 0.50], [-1.63, -0.52, -0.79], [-0.89, -0.22, 0.16], [-1.93, 1.53, -0.14], [-2.79, 0.40, 0.89], [0.14, 1.52, -1.07], [1.05, 2.03, 0.36], [1.87, 1.15, -0.95], [0.40, -2.42, 0.46], [2.00, -1.70, 0.32], [0.77, -1.66, -1.01], [0.68, 0.02, 1.52]], "mulliken_charge": [-0.096, -0.740, -1.338, 0.010, -0.620, 0.638, 0.261, 0.261, 0.267, 0.360, 0.384, 0.417, 0.357, 0.442, 0.397]}

=====

{"formula": "C4H12NO", "method": "the ωB97M-V functional and the def2-TZVPD basis", "orbital_gap_ev": 10.0, "total_energy_ha": -289.3356, "charge": 1, "e_lumo_ha": -0.1234, "homo_energy_ev": -13.362, "species": ["C", "C", "O", "C", "H", "H", "H", "H", "H", "H", "C", "N", "H", "H", "H", "H", "H", "H"], "positions_angstrom": [[-0.44, -1.85, 0.17], [-1.15, -0.82, -0.25], [-1.76, -0.01, 0.69], [-1.29, -0.37, -1.67], [0.20, -2.40, -0.50], [-0.49, -2.19, 1.20], [-2.56, 0.39, 0.32], [-0.87, -1.12, -2.34], [-2.34, -0.24, -1.92], [-0.80, 0.59, -1.82], [1.87, 1.32, 0.21], [1.05, 0.71, 1.31], [2.43, 0.54, -0.28], [1.20, 1.81, -0.48], [2.55, 2.05, 0.64], [1.46, 0.79, 2.24], [0.82, -0.29, 1.13], [0.10, 1.11, 1.37]], "mulliken_charge": [-1.154, 0.780, -0.518, -1.154, 0.307, 0.446, 0.330, 0.348, 0.384, 0.247, -0.738, -0.221, 0.317, 0.266, 0.361, 0.395, 0.229, 0.375]}

=====

{"formula": "C2H30N2O13", "method": "the ωB97M-V functional and the def2-TZVPD basis", "orbital_gap_ev": 9.7, "total_energy_ha": -1181.7503, "e_lumo_ha": -0.0027, "homo_energy_ev": -9.809, "species": ["N", "C", "C", "N", "O", "H", "H", "H", "H", "H", "H", "H", "H", "O", "H", "H", "O", "H", "H", "O", "H", "H", "O", "H", "H", "O", "H", "H", "O", "H", "H", "O", "H", "H", "O", "H", "H", "O", "H", "H", "O", "H", "H", "O", "H", "H", "O"], "positions_angstrom": [[2.04, -0.56, -0.32], [0.80, -0.94, -1.09], [-0.35, -0.58, -0.22], [-0.21, 0.29, 0.87], [-1.52, -1.09, -0.36], [2.54, -1.40, -0.04], [2.67, -0.07, -1.00], [0.88, -0.43, -2.05], [0.71, -1.97, -1.49], [0.73, 0.70, 0.98], [-1.04, 0.69, 1.20], [-0.55, 1.68, -3.35], [-0.95, 0.29, -3.77], [-0.23, 0.89, -3.74], [-4.09, -0.63, -2.32], [-2.80, -1.27, -2.02], [-3.23, -0.67, -2.60], [1.12, 2.45, 1.64], [1.95, 1.54, 2.54], [1.81, 1.85, 1.66], [-0.74, 3.70, 2.94], [0.36, 2.96, 3.77], [0.17, 3.61, 3.09], [3.53, 3.15, -0.40], [2.34, 2.24, -0.05], [2.67, 2.73, -0.78], [1.38, 1.09, -3.08], [2.61, 1.78, -2.34], [2.26, 1.06, -2.85], [1.09, -3.65, 1.43], [0.65, -2.20, 1.97], [1.13, -3.05, 2.22], [-1.19, -4.16, 1.16], [-1.93, -2.94, 0.73], [-1.18, -3.51, 0.53], [-3.09, -1.37, 0.53], [-3.25, -1.68, 2.03], [-3.22, -1.91, 1.24], [-2.54, -3.83, -1.61], [-1.67, -2.95, -1.07], [-2.06, -3.04, -1.89], [0.24, 0.46, 3.07], [1.05, 0.35, 4.44], [0.56, 1.03, 3.91], [0.66, 3.67, -0.90], [0.00, 2.59, -1.73], [-0.07, 3.10, -0.91]], "mulliken_charge": [-0.529, -0.063, 0.005, -0.126, -0.505, 0.237, 0.230, 0.094, 0.270, 0.345, 0.248, 0.310, 0.307, -0.703, 0.227, 0.394, -0.609, 0.377, 0.299, -0.740, 0.290, 0.329, -0.659, 0.290, 0.416, -0.666, 0.279, 0.374, -0.698, 0.318, 0.327, -0.677, 0.316, 0.419, -0.673, 0.279, 0.173, -0.567, 0.328, 0.387, -0.647, 0.410, 0.335, -0.684, 0.303, 0.236, -0.606]}

=====

{"formula": "C28H23IN2P2PdS2", "method": "the ωB97M-V functional and the def2-TZVPD basis", "orbital_gap_ev": [6.5, 6.5], "total_energy_ha": -3094.9043, "e_lumo_ha": [-0.0418, -0.0419], "homo_energy_ev": [-7.592, -7.592], "species": ["Pd", "S", "P", "C", "P", "S", "C", "C", "C", "C", "C", "C", "C", "C", "C", "C", "C", "C", "C", "C", "C", "C", "C", "C", "C", "C", "C", "C", "C", "C", "H", "H", "H", "H", "H", "H", "H", "H", "H", "H", "H", "H", "H", "H", "H", "H", "H", "H", "H", "H", "I", "C", "C", "N", "N", "C", "H", "H", "H"], "positions_angstrom": [[1.32, -1.70, 0.43], [-0.68, -3.20, -1.16], [-0.82, -1.26, -0.82], [0.69, -0.52, -1.31], [1.66, 0.63, -0.43], [3.47, -0.18, -0.11], [0.93, 1.24, 1.15], [1.18, 0.51, 2.31], [0.52, 0.84, 3.48], [-0.40, 1.87, 3.49], [-0.64, 2.61, 2.34], [0.03, 2.29, 1.17], [1.82, 2.12, -1.48], [2.14, 3.36, -0.93], [2.22, 4.46, -1.76], [2.01, 4.34, -3.12], [1.73, 3.09, -3.67], [1.63, 1.98, -2.85], [-2.01, -0.42, -1.91], [-1.92, 0.97, -1.96], [-2.68, 1.68, -2.86], [-3.54, 1.00, -3.72], [-3.64, -0.38, -3.66], [-2.87, -1.10, -2.76], [-1.55, -1.01, 0.88], [-2.67, -0.22, 1.09], [-3.21, -0.11, 2.36], [-2.64, -0.78, 3.42], [-1.54, -1.59, 3.22], [-0.99, -1.71, 1.95], [1.93, -0.30, 2.32], [0.71, 0.27, 4.39], [-0.94, 2.10, 4.40], [-1.35, 3.43, 2.35], [-0.17, 2.87, 0.27], [2.31, 3.46, 0.13], [2.44, 5.43, -1.34], [2.07, 5.21, -3.76], [1.58, 3.00, -4.73], [1.39, 1.01, -3.25], [-1.24, 1.48, -1.29], [-2.60, 2.76, -2.91], [-4.13, 1.55, -4.43], [-4.31, -0.89, -4.34], [-2.94, -2.18, -2.70], [-3.12, 0.31, 0.26], [-4.08, 0.51, 2.51], [-3.07, -0.69, 4.41], [-1.10, -2.13, 4.05], [-0.15, -2.40, 1.79], [3.37, -7.46, 2.37], [3.04, -5.62, 1.44], [3.87, -4.99, 0.53], [3.28, -3.83, 0.23], [2.14, -3.67, 0.90], [1.96, -4.75, 1.64], [4.81, -5.30, 0.13], [3.59, -3.08, -0.40], [1.10, -4.88, 2.26]], "mulliken_charge": [-0.506, -0.441, 1.984, -1.068, 2.411, -0.509, 0.133, -0.591, -0.744, -0.434, -0.953, -0.045, 0.301, -0.421, -0.672, -0.491, -0.705, -0.295, 0.045, 0.067, -0.885, -0.552, -0.644, -0.674, 0.445, -0.538, -0.753, -0.557, -0.815, -0.294, 0.311, 0.477, 0.432, 0.411, 0.360, 0.490, 0.401, 0.402, 0.413, 0.415, 0.321, 0.463, 0.392, 0.407, 0.373, 0.402, 0.430, 0.407, 0.438, 0.551, 0.107, -0.738, -0.161, -0.066, 0.063, -0.431, 0.469, 0.127, 0.534]}